Record 1
3 unconnected molecules or ions with the total composition C29H73FN8O3P3S in a non-equilibrium geometry, computed with ωB97M-V/def2-TZVPD.

XYZ file:
```
118
Properties=species:S:1:pos:R:3:lowdin_charge:R:1
C 0.852 -5.315 3.249 -0.080
C 1.631 -5.034 1.932 -0.191
C 0.655 -4.508 0.884 -0.218
O 0.262 -3.199 1.289 -0.051
C -0.223 -2.292 0.403 -0.288
C 0.103 -2.381 -1.084 -0.425
P 1.955 -2.348 -1.486 1.002
C 2.923 -2.119 0.067 -0.272
C 2.193 -0.781 -2.466 -0.423
C 2.760 0.393 -1.658 -0.161
N -0.605 -3.431 -1.809 -0.026
C -1.736 -4.053 -1.133 -0.201
C -2.565 -3.159 -0.142 -0.560
S -3.077 -4.326 1.207 0.906
C -3.794 -2.631 -0.951 -0.336
C -4.904 -3.673 -1.135 -0.085
C -4.432 -1.304 -0.487 -0.165
C -5.569 -1.420 0.552 -0.259
C -5.810 -0.139 1.347 -0.085
N -1.751 -2.072 0.488 0.038
C -2.239 -1.545 1.804 -0.353
C -1.978 -0.033 1.894 0.023
F -1.688 -2.154 2.882 0.057
H 1.268 -4.766 4.093 0.073
H 0.896 -6.367 3.528 0.071
H -0.196 -5.028 3.160 0.059
H 2.071 -5.971 1.602 0.116
H 2.380 -4.286 2.179 0.098
H 1.113 -4.608 -0.104 0.111
H -0.205 -5.179 0.943 0.095
H 0.180 -1.319 0.696 0.154
H -0.240 -1.420 -1.503 0.111
H 3.120 -3.113 0.461 0.017
H 2.480 -1.485 0.832 0.045
H 3.895 -1.734 -0.237 0.045
H 2.917 -1.021 -3.245 0.032
H 1.246 -0.523 -2.947 0.064
H 2.251 0.571 -0.711 0.059
H 3.812 0.181 -1.478 0.062
H 2.740 1.317 -2.238 0.067
H -0.910 -3.121 -2.718 0.115
H -2.424 -4.392 -1.904 0.121
H -1.411 -4.964 -0.637 0.077
H -3.343 -5.418 0.476 -0.076
H -3.420 -2.454 -1.967 0.140
H -4.561 -4.527 -1.717 0.084
H -5.662 -3.189 -1.754 0.098
H -5.394 -3.955 -0.212 0.061
H -3.719 -0.566 -0.101 0.091
H -4.858 -0.828 -1.372 0.129
H -6.476 -1.697 0.014 0.112
H -5.375 -2.257 1.229 0.093
H -6.103 0.673 0.682 0.086
H -6.667 -0.305 1.999 0.082
H -4.953 0.127 1.963 0.053
H -1.866 -1.274 -0.140 0.153
H -3.317 -1.661 1.890 0.124
H -1.577 0.229 2.869 0.092
H -1.294 0.327 1.121 0.092
H -2.920 0.493 1.766 0.061
O 5.081 -0.233 -4.344 -0.292
P 5.255 0.877 -5.357 0.699
N 4.411 0.141 -6.665 -0.339
C 4.890 -0.440 -7.897 -0.129
C 2.972 0.053 -6.510 -0.126
N 6.977 0.898 -5.380 -0.295
C 7.826 0.735 -6.549 -0.118
C 7.639 0.319 -4.208 -0.143
N 5.133 2.404 -6.093 -0.324
C 5.135 2.710 -7.508 -0.104
C 5.466 3.540 -5.226 -0.124
H 4.439 0.055 -8.768 0.083
H 4.645 -1.507 -7.958 0.085
H 5.966 -0.354 -8.014 0.048
H 2.480 1.003 -6.771 0.076
H 2.703 -0.193 -5.479 0.051
H 2.556 -0.729 -7.146 0.083
H 7.646 -0.199 -7.087 0.069
H 8.874 0.715 -6.250 0.080
H 7.760 1.583 -7.233 0.075
H 7.721 -0.773 -4.267 0.086
H 7.114 0.574 -3.292 0.064
H 8.642 0.738 -4.106 0.080
H 5.807 2.082 -8.090 0.061
H 5.461 3.738 -7.657 0.090
H 4.135 2.624 -7.945 0.083
H 6.542 3.748 -5.229 0.081
H 5.167 3.337 -4.196 0.071
H 4.934 4.441 -5.535 0.080
O -3.072 2.425 3.858 -0.308
P -2.945 3.506 4.901 0.679
N -1.823 2.776 5.971 -0.335
C -1.994 2.227 7.296 -0.126
C -0.467 2.651 5.466 -0.128
N -4.605 3.566 5.366 -0.292
C -5.126 3.449 6.719 -0.119
C -5.560 2.980 4.423 -0.149
N -2.629 5.063 5.479 -0.323
C -2.253 5.446 6.825 -0.100
C -3.172 6.154 4.661 -0.120
H -1.332 2.725 8.017 0.085
H -1.762 1.155 7.320 0.084
H -3.005 2.341 7.673 0.047
H 0.092 3.591 5.575 0.076
H -0.467 2.382 4.405 0.062
H 0.079 1.870 5.996 0.082
H -4.829 2.523 7.218 0.067
H -6.216 3.448 6.703 0.080
H -4.870 4.310 7.339 0.076
H -5.644 1.891 4.530 0.081
H -5.287 3.203 3.396 0.064
H -6.547 3.421 4.574 0.081
H -2.751 4.864 7.599 0.063
H -2.523 6.488 6.994 0.091
H -1.174 5.364 6.986 0.083
H -4.208 6.384 4.934 0.082
H -3.155 5.885 3.604 0.075
H -2.573 7.059 4.763 0.082
```

Highest occupied orbital energy, eV: -9.58
Total charge: +1
Gap between HOMO and LUMO, eV: 7.425

Record 2
14 unconnected molecules or ions with the total composition C29H74N4O18 in a non-equilibrium geometry, computed with ωB97M-V/def2-TZVPD.

XYZ file:
```
125
Properties=species:S:1:pos:R:3:lowdin_charge:R:1
C 2.965 -2.267 3.626 -0.117
O 2.122 -1.959 2.547 -0.180
C 2.509 -0.793 1.813 -0.131
C 2.420 -1.106 0.342 -0.049
C 3.252 -2.136 -0.138 -0.176
O 4.140 -2.716 0.723 0.048
C 3.245 -2.553 -1.473 -0.099
C 4.165 -3.613 -2.005 0.008
C 2.326 -1.913 -2.295 -0.039
C 1.497 -0.897 -1.841 -0.037
C 1.533 -0.438 -0.520 -0.089
C 0.640 0.701 -0.101 -0.123
C -0.845 0.367 -0.191 -0.174
C -1.289 -0.482 1.004 -0.168
C -2.708 -0.961 0.778 -0.226
N -3.058 -2.150 1.567 0.027
C -2.213 -3.268 1.347 -0.518
N -1.950 -4.012 2.337 0.153
N -1.689 -3.467 0.017 0.103
C 0.679 -0.447 -2.994 -0.346
O 0.063 0.553 -3.159 0.158
N 0.770 -1.495 -4.001 -0.032
O -0.224 -2.472 -3.829 0.041
C 2.063 -2.094 -3.749 -0.332
O 2.790 -2.543 -4.567 0.174
H 4.006 -2.357 3.315 0.082
H 2.650 -3.216 4.045 0.081
H 2.906 -1.524 4.425 0.093
H 3.522 -0.517 2.095 0.134
H 1.820 -0.010 2.095 0.114
H 3.761 -3.515 1.115 0.095
H 3.600 -4.467 -2.361 0.096
H 4.872 -3.903 -1.239 0.075
H 4.738 -3.203 -2.831 0.079
H 0.826 1.017 0.915 0.101
H 0.870 1.564 -0.724 0.121
H -1.395 1.307 -0.125 0.103
H -1.132 -0.081 -1.132 0.099
H -0.580 -1.309 1.091 0.102
H -1.205 0.140 1.892 0.116
H -2.836 -1.151 -0.287 0.098
H -3.380 -0.145 1.021 0.101
H -3.993 -2.422 1.271 0.119
H -1.360 -4.789 2.043 0.058
H -0.766 -3.874 0.092 0.076
H -2.301 -4.108 -0.476 0.091
H -0.250 -2.705 -2.882 0.106
C -1.100 -1.769 5.212 -0.147
O -0.081 -2.601 4.674 -0.137
H -0.702 -1.259 6.087 0.078
H -1.416 -1.025 4.476 0.071
H -1.968 -2.367 5.504 0.063
H -0.495 -3.039 3.923 0.028
C 4.652 -5.887 3.124 -0.139
O 4.161 -5.603 1.813 -0.132
H 3.830 -5.744 3.819 0.076
H 5.001 -6.919 3.192 0.078
H 5.467 -5.210 3.392 0.082
H 4.886 -5.733 1.195 0.080
C -4.995 -2.496 6.121 -0.162
O -5.346 -2.406 4.745 -0.138
H -5.879 -2.280 6.716 0.077
H -4.644 -3.504 6.361 0.077
H -4.218 -1.766 6.358 0.064
H -4.555 -2.600 4.231 0.056
C -0.459 3.606 -4.081 -0.138
O -0.594 4.433 -2.926 -0.126
H -0.985 2.681 -3.869 0.071
H -0.900 4.080 -4.961 0.081
H 0.591 3.381 -4.276 0.053
H -0.133 5.259 -3.095 0.083
C -2.306 5.991 -0.538 -0.137
O -1.616 4.832 -0.060 -0.143
H -3.049 6.275 0.203 0.076
H -1.604 6.815 -0.684 0.079
H -2.800 5.758 -1.483 0.078
H -0.973 4.596 -0.741 0.050
C 0.174 2.422 -7.560 -0.155
O 1.104 3.076 -8.418 -0.124
H -0.747 3.000 -7.562 0.078
H -0.040 1.411 -7.914 0.081
H 0.562 2.376 -6.539 0.056
H 1.916 2.563 -8.417 0.070
C 5.694 -1.244 -5.712 -0.155
O 5.803 -2.629 -5.404 -0.133
H 6.666 -0.785 -5.555 0.079
H 5.395 -1.101 -6.754 0.078
H 4.961 -0.765 -5.058 0.053
H 4.931 -3.013 -5.538 0.049
C -5.592 1.227 5.260 -0.152
O -4.585 0.407 4.687 -0.147
H -5.169 1.700 6.144 0.078
H -5.914 2.007 4.564 0.074
H -6.460 0.631 5.558 0.077
H -4.962 -0.023 3.915 0.062
C -5.476 0.111 -1.747 -0.147
O -5.648 -0.906 -0.762 -0.134
H -4.581 0.669 -1.485 0.066
H -5.348 -0.324 -2.742 0.077
H -6.327 0.795 -1.756 0.078
H -6.441 -1.402 -0.981 0.072
C -3.387 2.693 2.025 -0.133
O -3.366 2.373 0.637 -0.146
H -3.885 1.882 2.551 0.062
H -2.370 2.798 2.413 0.085
H -3.939 3.618 2.199 0.068
H -2.929 3.110 0.194 0.041
C 3.539 2.819 -4.230 -0.133
O 3.664 1.423 -3.962 -0.125
H 4.509 3.275 -4.050 0.086
H 3.251 2.994 -5.270 0.077
H 2.800 3.279 -3.569 0.068
H 2.805 1.021 -4.122 0.060
C -2.099 5.822 4.694 -0.153
O -3.178 5.430 3.851 -0.135
H -2.466 5.821 5.716 0.077
H -1.264 5.121 4.616 0.077
H -1.749 6.828 4.446 0.075
H -2.853 5.429 2.946 0.048
C 4.471 1.829 -0.430 -0.146
O 5.475 1.204 -1.215 -0.114
H 4.919 2.100 0.524 0.082
H 4.096 2.736 -0.914 0.075
H 3.632 1.149 -0.246 0.056
H 5.069 0.968 -2.057 0.046
```

Highest occupied orbital energy, eV: -9.47
Total charge: 0
Gap between HOMO and LUMO, eV: 9.036

Record 3
11 unconnected molecules or ions with the total composition C29H76Cl6O28P6 in a non-equilibrium geometry, computed with ωB97M-V/def2-TZVPD.

XYZ file:
```
145
Properties=species:S:1:pos:R:3:lowdin_charge:R:1
C 2.420 -4.596 0.930 -1.085
Cl 3.461 -5.833 1.379 0.603
Cl 1.792 -3.763 2.380 0.521
H 2.961 -3.900 0.288 0.009
H 1.648 -5.094 0.344 0.034
C 1.327 -0.789 -5.373 -0.936
Cl 1.159 1.046 -5.270 0.447
Cl -0.257 -1.537 -5.592 0.540
H 2.047 -1.161 -6.103 0.040
H 1.621 -1.162 -4.392 -0.004
C -3.428 -5.155 3.160 -0.900
Cl -4.305 -3.570 3.320 0.497
Cl -2.571 -5.272 1.568 0.556
H -2.718 -5.197 3.985 0.027
H -4.138 -5.972 3.285 0.030
C -1.364 3.609 -3.692 -0.135
O -1.653 3.168 -2.403 -0.223
P -2.900 3.629 -1.465 0.455
O -4.170 2.900 -1.638 -0.219
O -2.321 3.587 0.055 -0.213
C -1.212 4.388 0.361 -0.140
O -3.020 5.186 -1.823 -0.226
C -3.818 6.012 -0.933 -0.077
H -0.304 3.716 -3.922 0.082
H -1.822 4.549 -3.999 0.089
H -1.744 2.984 -4.500 0.078
H -0.424 3.710 0.686 0.092
H -1.390 5.097 1.169 0.089
H -0.852 5.011 -0.458 0.088
H -3.572 5.893 0.122 0.080
H -4.885 6.132 -1.121 0.097
H -3.440 7.026 -1.060 0.086
C -1.181 -1.981 1.479 -0.142
O -1.313 -1.953 0.076 -0.223
P -0.089 -1.538 -0.947 0.494
O 1.113 -2.379 -1.061 -0.225
O -0.784 -1.370 -2.390 -0.244
C -1.897 -0.423 -2.557 -0.065
O 0.239 -0.011 -0.454 -0.214
C 1.199 0.747 -1.084 -0.135
H -0.271 -1.544 1.888 0.075
H -1.144 -3.046 1.707 0.013
H -2.022 -1.674 2.101 0.057
H -2.525 -0.703 -3.403 0.069
H -1.510 0.590 -2.668 0.076
H -2.635 -0.504 -1.759 0.087
H 0.862 1.695 -1.502 0.079
H 1.704 0.224 -1.897 0.060
H 1.925 0.996 -0.311 0.083
C 6.298 -3.786 0.396 -0.114
O 5.511 -3.177 -0.629 -0.233
P 6.285 -2.474 -1.904 0.432
O 7.060 -3.298 -2.808 -0.212
O 7.213 -1.389 -1.173 -0.234
C 8.142 -0.489 -1.833 -0.079
O 5.173 -1.547 -2.623 -0.180
C 3.986 -1.210 -1.980 -0.151
H 5.999 -4.789 0.701 0.053
H 6.253 -3.219 1.325 0.066
H 7.359 -3.876 0.163 0.088
H 7.714 0.097 -2.646 0.083
H 8.962 -0.965 -2.371 0.085
H 8.574 0.201 -1.108 0.080
H 3.127 -1.700 -2.438 0.067
H 3.738 -0.162 -2.152 0.079
H 3.835 -1.403 -0.918 0.070
C -3.126 -9.014 -2.418 -0.153
O -2.996 -7.658 -2.272 -0.208
P -4.214 -6.622 -2.264 0.470
O -5.440 -7.007 -1.578 -0.227
O -3.552 -5.275 -1.638 -0.248
C -4.229 -4.058 -1.459 -0.122
O -4.379 -6.313 -3.900 -0.243
C -4.719 -7.317 -4.851 -0.107
H -4.150 -9.337 -2.605 0.092
H -2.868 -9.516 -1.486 0.091
H -2.408 -9.358 -3.162 0.096
H -5.079 -4.165 -0.785 0.088
H -4.513 -3.611 -2.412 0.096
H -3.550 -3.485 -0.827 0.065
H -5.767 -7.581 -4.705 0.094
H -4.012 -8.144 -4.793 0.072
H -4.587 -6.954 -5.871 0.087
C -3.618 -0.310 4.320 -0.113
O -2.749 0.814 4.525 -0.210
P -3.104 1.948 5.627 0.351
O -4.400 2.123 6.126 -0.175
O -1.974 1.713 6.727 -0.202
C -2.162 2.098 8.080 -0.104
O -2.554 3.295 4.942 -0.197
C -3.102 3.735 3.740 -0.137
H -3.498 -0.663 3.296 0.046
H -4.650 0.034 4.400 0.088
H -3.374 -1.121 5.006 0.080
H -3.102 2.616 8.268 0.082
H -1.369 2.762 8.426 0.089
H -2.202 1.198 8.694 0.089
H -2.525 3.448 2.861 0.077
H -3.348 4.796 3.774 0.092
H -4.115 3.388 3.539 0.088
C 8.797 -0.067 2.714 -0.127
O 7.521 0.548 2.591 -0.232
P 6.307 -0.259 3.366 0.522
O 6.274 -1.748 3.312 -0.240
O 6.333 0.305 4.929 -0.230
C 6.651 1.673 5.129 -0.125
O 4.944 0.474 2.882 -0.212
C 4.135 0.217 1.758 -0.101
H 9.481 0.470 2.058 0.089
H 8.720 -1.116 2.427 0.080
H 9.348 -0.153 3.650 0.090
H 7.512 1.827 5.780 0.090
H 5.729 1.934 5.648 0.091
H 6.683 2.276 4.222 0.083
H 3.137 -0.042 2.110 0.094
H 4.435 -0.534 1.028 0.073
H 4.064 1.124 1.158 0.078
O -6.116 -0.274 -4.963 0.055
C -5.449 0.396 -4.142 -0.551
O -5.468 0.382 -2.834 -0.007
C -6.587 -0.255 -2.214 -0.190
C -6.324 -0.457 -0.729 -0.060
C -4.255 1.060 -4.682 -0.001
H -6.608 -1.260 -2.636 0.120
H -7.454 0.356 -2.465 0.136
H -7.197 -0.899 -0.250 0.077
H -6.286 0.473 -0.161 0.073
H -5.446 -1.040 -0.451 0.069
H -3.714 1.509 -3.849 0.052
H -4.775 1.778 -5.316 0.104
H -3.503 0.525 -5.263 0.094
O 2.743 6.544 -1.399 0.044
C 2.411 5.953 -0.319 -0.433
O 1.675 6.542 0.706 -0.042
C 1.398 7.916 0.695 -0.254
C 2.592 8.681 1.190 -0.079
C 2.529 4.480 -0.168 0.006
H 0.595 8.120 1.404 0.121
H 1.030 8.295 -0.259 0.125
H 3.454 8.821 0.538 0.078
H 3.065 8.228 2.061 0.082
H 2.292 9.696 1.448 0.078
H 3.504 4.231 -0.586 0.095
H 1.814 4.000 -0.837 0.080
H 2.425 4.230 0.888 0.093
```

Highest occupied orbital energy, eV: -9.82
SMILES: COP(=O)(OC)OC.COP(=O)(OC)OC.COP(=O)(OC)OC.COP(=O)(OC)OC.COP(=O)(OC)OC.COP(=O)(OC)OC.CCOC(C)=O.CCOC(C)=O.ClCCl.ClCCl.ClCCl
Total charge: 0
Gap between HOMO and LUMO, eV: 9.955

Question: Which of these has the highest highest occupied orbital energy?
Answer: C29H74N4O18